Here is a molecular structure, C44H30CdF7N8O2 in a non-equilibrium geometry from the OMol25 dataset. Energies are from the ωB97M-V functional and the def2-TZVPD basis.

Charge ... +1
Frontier orbital gap ... 0.1522 Eh
E_tot ... -3149.693025 hartree
Energy relative to the best compared isomer or geometry (same formula, charge and spin) ... 0.00 kJ/mol

Last column: Mulliken charge in e.
Geometry (Å):
Cd (-1.1471, 0.0926, 1.2015)  1.06
C (-5.4283, 0.7382, 3.1402)  -1.42
C (-4.9361, 2.0053, 2.4894)  0.75
C (-5.3942, 2.0969, 1.0336)  -1.24
C (-3.4031, 2.1838, 2.6464)  0.75
C (-2.8024, 3.2581, 2.0055)  -0.69
C (-1.4484, 3.4983, 2.0867)  -0.66
C (-0.6416, 2.6702, 2.8482)  1.17
C (0.8241, 2.9917, 3.0361)  -1.63
C (-1.2193, 1.5634, 3.5048)  -1.61
C (-2.5958, 1.3235, 3.3982)  -0.31
H (-6.4783, 0.5651, 2.8874)  0.45
H (-5.3387, 0.7843, 4.2335)  0.33
H (-4.8401, -0.0655, 2.7578)  0.15
H (-5.3262, 2.8885, 3.0131)  0.36
H (-5.0144, 1.2887, 0.4100)  0.12
H (-5.1434, 3.0397, 0.5908)  0.42
H (-6.4781, 1.9769, 1.0089)  0.45
H (-3.3680, 3.9888, 1.4478)  0.41
H (-0.9801, 4.3440, 1.5584)  0.41
H (0.9334, 3.5973, 3.9630)  0.45
H (1.2024, 3.5988, 2.1871)  0.31
H (1.4108, 2.0823, 3.1465)  0.29
H (-0.5932, 0.9095, 4.1060)  0.38
H (-3.0424, 0.5091, 3.9596)  0.47
C (9.4348, 6.2446, -4.3551)  -0.86
O (9.6313, 5.6812, -3.1061)  -0.41
C (8.5911, 4.9689, -2.5743)  0.89
C (7.3264, 4.8347, -3.1584)  -0.67
C (6.3368, 4.0703, -2.4759)  -0.35
C (6.6241, 3.5138, -1.2201)  -0.07
C (7.9299, 3.6428, -0.7001)  -0.03
C (8.9016, 4.3880, -1.3224)  -0.76
N (5.7417, 2.7125, -0.4107)  -0.43
N (4.5584, 2.8540, -0.7502)  0.12
C (3.6572, 1.9767, -0.0991)  -0.03
C (4.0103, 0.9599, 0.7808)  -0.28
C (3.0899, 0.1259, 1.3536)  -1.03
C (1.7173, 0.2580, 1.1052)  1.25
O (0.8513, -0.5507, 1.6287)  -0.94
C (1.3093, 1.2840, 0.1807)  -0.30
N (-0.0347, 1.4009, -0.1319)  -0.39
C (-0.4170, 2.3425, -0.9727)  -0.60
C (0.4766, 3.2407, -1.5918)  -1.18
C (1.8088, 3.1101, -1.3209)  -0.54
C (2.2880, 2.1191, -0.4050)  0.82
H (10.3678, 6.7299, -4.6064)  0.25
H (8.6405, 6.9848, -4.4017)  0.35
H (9.1869, 5.4903, -5.1191)  0.35
H (7.1290, 5.3086, -4.1249)  0.33
H (5.3621, 3.8521, -2.8959)  0.37
H (8.1512, 3.0921, 0.2373)  0.36
H (9.9168, 4.6161, -0.9988)  0.39
H (5.0469, 0.7605, 1.0188)  0.47
H (3.3904, -0.7083, 2.0071)  0.42
H (-1.4759, 2.3146, -1.2218)  0.51
H (0.1015, 3.9758, -2.2814)  0.51
H (2.4920, 3.7780, -1.8235)  0.48
F (-6.9770, -3.9170, 2.2162)  -0.24
C (-5.9351, -4.3828, 1.5667)  0.66
F (-5.4576, -5.4320, 2.2392)  -0.26
F (-6.3468, -4.8426, 0.3812)  -0.26
C (-4.8827, -3.2626, 1.4418)  0.37
C (-3.9071, -3.1511, 2.4199)  -1.15
C (-2.9654, -2.1524, 2.3188)  -0.92
N (-2.9219, -1.2926, 1.2892)  2.69
C (-3.8979, -1.4093, 0.3566)  -1.03
C (-4.8967, -2.3644, 0.3976)  -1.18
H (-3.8973, -3.8498, 3.2420)  0.61
H (-2.1788, -2.0226, 3.0438)  0.47
H (-3.8524, -0.6893, -0.4646)  0.62
H (-5.6317, -2.4286, -0.3818)  0.63
F (0.9041, -5.6723, -3.5244)  -0.28
C (-0.1843, -5.7605, -2.7936)  -0.03
C (-0.7622, -6.9556, -2.5893)  0.17
F (-0.2544, -8.0096, -3.1413)  -0.27
C (-1.9784, -7.1180, -1.7478)  0.11
C (-2.3870, -5.8574, -1.0692)  0.41
C (-1.8131, -4.7022, -1.2637)  -0.05
F (-2.1700, -3.7239, -0.4572)  -0.08
C (-0.7013, -4.5017, -2.2158)  0.26
C (-0.1961, -3.3176, -2.4690)  1.14
C (-0.7900, -2.1007, -1.8946)  -0.12
N (-1.2916, -1.1647, -1.4890)  -0.36
C (1.0479, -3.0682, -3.1813)  -0.37
N (2.0890, -2.9607, -3.6798)  -0.41
F (-3.2967, -5.9513, -0.1254)  -0.21
C (-2.6388, -8.2551, -1.6030)  1.23
C (-2.2842, -9.4952, -2.2481)  -0.23
N (-2.0452, -10.4894, -2.7608)  -0.41
C (-3.7463, -8.4155, -0.7009)  -0.19
N (-4.6471, -8.5848, -0.0170)  -0.46

---

Here is a molecular structure, C2H5I2N in a non-equilibrium geometry from the OMol25 dataset. Energies are from the ωB97M-V functional and the def2-TZVPD basis.

Charge ... 0
Frontier orbital gap ... 0.3266 Eh
E_tot ... -729.283266 hartree
Energy relative to the best compared isomer or geometry (same formula, charge and spin) ... 53.45 kJ/mol

Last column: natural (NBO) charge in e.
Geometry (Å):
C (1.1764, -0.4349, 0.4626)  -0.44
C (-0.7146, 0.7443, -0.4572)  -0.35
N (-0.3010, -0.3597, 0.4349)  -0.61
I (-2.7378, 1.4060, -0.0156)  0.05
I (-1.2772, -2.0689, -0.0554)  0.29
H (1.3347, -1.5328, 0.8210)  0.22
H (1.5979, -0.4514, -0.5408)  0.18
H (1.6938, 0.3504, 1.0743)  0.22
H (-0.7584, 0.7893, -1.5775)  0.22
H (-0.0137, 1.5578, -0.1464)  0.22

---

Here is 4 unconnected molecules or ions with the total composition C25H48N2O5 in a non-equilibrium geometry from the OMol25 dataset. Energies are from the ωB97M-V functional and the def2-TZVPD basis.

Structure (SMILES) ... C=C[C@H](C#N)[C@H](C#N)CCCCCOC(C)=O.CCOCC.CCOCC.CCOCC
Charge ... 0
Frontier orbital gap ... 0.3735 Eh
E_tot ... -1466.989523 hartree
Energy relative to the best compared isomer or geometry (same formula, charge and spin) ... 0.00 kJ/mol

Last column: Mulliken charge in e.
Geometry (Å):
C (5.3838, -2.7990, 2.2911)  -0.84
C (5.0645, -2.5590, 1.0290)  -0.40
C (3.8675, -1.7268, 0.5947)  0.57
C (3.6187, -0.6250, 1.5348)  -0.13
N (3.4307, 0.2369, 2.2593)  -0.56
C (2.5892, -2.6163, 0.4276)  0.21
C (2.9157, -3.5754, -0.6503)  -0.03
N (3.1816, -4.2766, -1.5068)  -0.54
C (1.2728, -1.8603, 0.0780)  -0.22
C (0.1461, -1.9999, 1.1244)  -1.26
C (0.1347, -1.0133, 2.3167)  0.15
C (-0.9885, 0.0186, 2.2126)  -1.19
C (-0.6852, 1.1556, 1.2554)  0.91
O (0.5706, 1.7445, 1.6212)  0.06
C (1.3178, 2.2977, 0.6456)  0.59
C (2.6169, 2.8301, 1.1804)  -0.35
O (0.9706, 2.3409, -0.5055)  -0.61
H (4.8286, -2.3723, 3.1247)  0.25
H (6.2342, -3.4275, 2.5353)  0.29
H (5.6546, -2.9841, 0.2208)  0.38
H (4.0800, -1.2877, -0.3877)  0.42
H (2.4503, -3.2126, 1.3382)  0.40
H (0.8920, -2.2822, -0.8576)  0.29
H (1.4871, -0.8044, -0.1339)  0.10
H (-0.7961, -1.8698, 0.5764)  0.49
H (0.1291, -3.0367, 1.4844)  0.42
H (1.0878, -0.4925, 2.3957)  -0.28
H (0.0182, -1.5696, 3.2537)  0.40
H (-1.9112, -0.4665, 1.8687)  0.41
H (-1.2054, 0.4347, 3.2052)  0.45
H (-1.4616, 1.9258, 1.3385)  0.38
H (-0.6665, 0.8197, 0.2176)  -0.98
H (2.9737, 3.6168, 0.5129)  0.37
H (2.5100, 3.2206, 2.1966)  -0.18
H (3.3559, 2.0230, 1.2080)  0.16
C (-0.4537, 1.3353, -3.7355)  -1.42
C (-0.4765, 0.1353, -2.8075)  0.89
O (-1.4875, -0.8154, -3.1029)  -0.35
C (-1.4220, -1.4146, -4.3867)  -0.19
C (-0.1439, -2.1971, -4.6350)  -1.19
H (-1.4389, 1.8023, -3.7765)  0.34
H (0.2659, 2.0648, -3.3636)  0.42
H (-0.1653, 1.0635, -4.7523)  0.37
H (-0.6912, 0.4720, -1.7958)  -0.70
H (0.5090, -0.3457, -2.7828)  0.16
H (-1.5708, -0.6625, -5.1690)  0.34
H (-2.2834, -2.0823, -4.4278)  0.25
H (0.7328, -1.5495, -4.6805)  0.28
H (-0.2134, -2.7253, -5.5867)  0.42
H (0.0166, -2.9297, -3.8420)  0.28
C (-4.8835, -2.7934, -2.4932)  -1.20
C (-4.8007, -1.3221, -2.8663)  0.03
O (-5.1061, -1.0570, -4.2267)  -0.38
C (-6.4084, -1.4162, -4.6492)  -0.37
C (-7.5222, -0.6941, -3.9096)  -1.03
H (-4.2673, -3.3923, -3.1663)  0.29
H (-4.5219, -2.9351, -1.4738)  0.38
H (-5.9037, -3.1786, -2.5383)  0.39
H (-3.7791, -0.9705, -2.7308)  0.01
H (-5.4398, -0.7261, -2.2036)  0.32
H (-6.5515, -2.5014, -4.5835)  0.31
H (-6.4403, -1.1556, -5.7077)  0.32
H (-7.5760, -0.9882, -2.8606)  0.26
H (-8.4839, -0.9285, -4.3679)  0.39
H (-7.3695, 0.3853, -3.9519)  0.29
C (3.5471, 2.4812, 4.9813)  -0.64
C (3.4726, 3.9616, 4.6489)  -0.43
O (2.5351, 4.2726, 3.6282)  -0.54
C (1.1898, 3.9126, 3.8971)  0.19
C (0.6024, 4.5898, 5.1234)  -1.47
H (3.7061, 1.9001, 4.0749)  -0.01
H (4.3637, 2.2928, 5.6799)  0.43
H (2.6262, 2.1246, 5.4465)  0.21
H (4.4308, 4.3044, 4.2574)  0.35
H (3.2680, 4.5509, 5.5504)  0.37
H (1.0915, 2.8239, 3.9738)  0.10
H (0.6363, 4.2152, 3.0070)  0.31
H (1.0772, 4.2516, 6.0455)  0.31
H (-0.4617, 4.3614, 5.1971)  0.44
H (0.7225, 5.6721, 5.0570)  0.32

---

Question: The highest E_tot belongs to which entry?
Answer: C2H5I2N